#one
C3H6N2O2S | ωB97M-V/def2-TZVPD

Values from the calculation:
HOMO-LUMO gap (spin up / spin down), eV: 6.6 / 9.3
Total charge: 0
M, g/mol: 134.16

Atoms and positions in Å:
C  2.635  1.440  -0.175
C  -2.209  -0.777  -0.016
C  -0.917  0.031  -0.289
N  1.919  1.377  0.922
N  2.974  1.299  -1.293
O  1.444  -0.814  0.990
O  -0.115  -0.919  -0.966
S  1.256  -1.418  -0.281
H  -3.013  -0.116  0.325
H  -2.465  -0.991  -1.026
H  -2.206  -1.666  0.597
H  -0.423  0.552  0.490
H  -1.276  0.924  -1.049
H  2.396  1.079  1.771

Atom charges from the Mulliken analysis, given in e for atoms 1 to 8: atom 1 (C): 0.56, atom 2 (C): -1.07, atom 3 (C): -0.16, atom 4 (N): -0.49, atom 5 (N): -0.44, atom 6 (O): -0.38, atom 7 (O): -0.23, atom 8 (S): 0.41

=====

#two
C3H6N2O2S | ωB97M-V/def2-TZVPD

Values from the calculation:
HOMO-LUMO gap, eV: 9.0
Total charge: 0
M, g/mol: 134.16

Atoms and positions in Å:
N  -0.686  1.646  -1.823
N  0.514  1.345  -1.063
C  0.405  0.890  0.130
C  1.618  0.058  0.881
O  1.316  -1.073  1.554
S  -1.131  0.347  1.041
C  -1.653  -1.312  0.604
O  -0.895  -2.252  0.168
H  -0.307  1.871  -2.832
H  -1.445  0.849  -1.607
H  2.225  0.736  1.547
H  2.283  0.075  -0.144
H  0.571  -1.784  0.966
H  -2.814  -1.396  0.579

Atom charges from the Mulliken analysis, given in e for atoms 1 to 8: atom 1 (N): -0.48, atom 2 (N): -0.30, atom 3 (C): 0.31, atom 4 (C): -0.26, atom 5 (O): -0.55, atom 6 (S): -0.11, atom 7 (C): 0.10, atom 8 (O): -0.56

=====

#three
C3H6N2O2S | ωB97M-V/def2-TZVPD

Values from the calculation:
HOMO-LUMO gap, eV: 8.7
Total charge: 0
M, g/mol: 134.16

Atoms and positions in Å:
C  -1.301  -2.231  0.146
N  -1.068  -1.195  -0.766
C  -0.452  0.025  -0.740
O  -0.341  0.666  -1.764
C  0.489  0.355  0.435
S  1.411  -0.879  1.002
N  0.347  1.672  0.762
O  -0.197  2.646  -0.121
H  -2.519  -2.398  0.215
H  -0.828  -3.267  -0.390
H  -1.015  -1.901  1.257
H  -1.793  -1.226  -1.479
H  1.074  2.039  1.435
H  -0.550  2.089  -1.020

Atom charges from the Mulliken analysis, given in e for atoms 1 to 8: atom 1 (C): -0.80, atom 2 (N): -0.13, atom 3 (C): 0.35, atom 4 (O): -0.64, atom 5 (C): 0.24, atom 6 (S): -0.30, atom 7 (N): -0.09, atom 8 (O): -0.44

=====

#three is the most stable structure; the next one sits 19.5 kcal/mol above it.

=====

#one
C3H6N2O2S | ωB97M-V/def2-TZVPD

Values from the calculation:
HOMO-LUMO gap, eV: 9.9
Total charge: 0
M, g/mol: 134.16

Atoms and positions in Å:
C  -0.952  1.643  -1.427
N  -0.977  1.370  -0.192
S  -1.507  0.162  0.823
N  -2.533  -1.135  0.208
O  -2.804  -2.088  0.900
O  -2.932  -0.941  -0.935
H  -1.223  0.962  -2.223
H  -0.401  2.507  -1.588
C  1.944  -0.676  1.315
C  2.459  -0.214  0.185
H  2.492  -1.386  1.970
H  0.948  -0.355  1.493
H  3.454  -0.461  -0.112
H  2.030  0.613  -0.415

Atom charges from the Mulliken analysis, given in e for atoms 1 to 8: atom 1 (C): -0.22, atom 2 (N): -0.25, atom 3 (S): 0.05, atom 4 (N): 0.89, atom 5 (O): -0.54, atom 6 (O): -0.54, atom 7 (H): 0.27, atom 8 (H): 0.32

=====

#two
C3H6N2O2S | ωB97M-V/def2-TZVPD

Values from the calculation:
HOMO-LUMO gap, eV: 9.3
Total charge: 0
M, g/mol: 134.16

Atoms and positions in Å:
C  -2.780  -1.606  0.024
O  -1.782  -0.625  -0.264
N  -2.148  0.523  0.407
C  -1.294  1.440  0.274
O  -0.171  1.460  -0.478
N  0.612  0.336  -0.218
C  1.911  0.461  0.077
S  2.974  -0.772  0.114
H  -2.548  -2.478  -0.612
H  -3.743  -1.149  -0.278
H  -2.843  -1.878  1.108
H  -1.574  2.378  0.735
H  0.267  -0.449  -0.758
H  2.213  1.474  0.345

Atom charges from the Mulliken analysis, given in e for atoms 1 to 8: atom 1 (C): -0.45, atom 2 (O): -0.12, atom 3 (N): -0.47, atom 4 (C): 0.17, atom 5 (O): -0.23, atom 6 (N): -0.05, atom 7 (C): -0.12, atom 8 (S): -0.33

=====

#two is the most stable structure; the next one sits 32.0 kcal/mol above it.